1.
{"formula": "C44H42IrN6O2P2S", "method": "ωB97M-V/def2-TZVPD", "elements": ["Ir", "C", "N", "P", "C", "C", "C", "C", "C", "C", "C", "C", "C", "C", "C", "C", "P", "C", "C", "C", "C", "C", "C", "C", "C", "C", "C", "C", "C", "H", "H", "H", "H", "H", "H", "H", "H", "H", "H", "H", "H", "H", "H", "H", "H", "H", "H", "H", "H", "H", "H", "H", "O", "S", "N", "C", "N", "C", "C", "N", "H", "H", "H", "H", "H", "H", "N", "C", "O", "C", "C", "C", "N", "C", "C", "H", "H", "H", "H", "H", "H", "C", "C", "C", "C", "C", "C", "C", "C", "C", "C", "H", "H", "H", "H", "H", "H", "H"], "positions_angstrom": [[0.574, -0.463, -0.478], [2.317, 1.038, 2.163], [1.250, 0.243, 1.612], [-0.419, 1.703, -0.294], [0.890, 2.875, -0.689], [2.198, 2.466, -0.923], [3.179, 3.386, -1.262], [2.848, 4.729, -1.372], [1.543, 5.147, -1.146], [0.566, 4.227, -0.808], [-1.061, 2.175, 1.342], [-2.331, 1.717, 1.699], [-2.967, 2.226, 2.815], [-2.338, 3.192, 3.594], [-1.065, 3.626, 3.266], [-0.427, 3.120, 2.139], [0.638, -1.099, 2.492], [-0.771, -0.689, 3.480], [-1.892, -1.512, 3.381], [-2.940, -1.349, 4.274], [-2.869, -0.377, 5.261], [-1.763, 0.460, 5.344], [-0.717, 0.313, 4.452], [1.953, -1.728, 3.510], [2.076, -1.406, 4.863], [3.171, -1.858, 5.580], [4.139, -2.633, 4.960], [4.023, -2.960, 3.614], [2.938, -2.504, 2.886], [2.570, 1.858, 1.496], [3.191, 0.387, 2.293], [2.060, 1.423, 3.154], [2.469, 1.415, -0.845], [4.193, 3.058, -1.446], [3.607, 5.450, -1.640], [1.288, 6.194, -1.239], [-0.455, 4.550, -0.646], [-2.846, 0.991, 1.080], [-3.959, 1.883, 3.074], [-2.846, 3.609, 4.453], [-0.577, 4.384, 3.865], [0.545, 3.509, 1.858], [-1.955, -2.276, 2.616], [-3.808, -1.992, 4.205], [-3.681, -0.265, 5.966], [-1.719, 1.231, 6.101], [0.128, 0.988, 4.507], [1.312, -0.833, 5.371], [3.260, -1.615, 6.630], [4.986, -2.992, 5.529], [4.773, -3.572, 3.136], [2.858, -2.759, 1.836], [1.342, -4.261, 0.529], [0.250, -3.687, 1.336], [0.297, -2.007, 1.198], [-4.968, 1.755, -2.656], [-3.620, 2.210, -2.333], [-3.495, 3.666, -2.296], [-2.608, 1.497, -1.838], [-1.670, 2.155, -1.224], [-5.667, 2.343, -2.059], [-5.113, 0.713, -2.419], [-5.182, 1.916, -3.712], [-4.244, 4.081, -2.966], [-2.503, 3.962, -2.626], [-3.660, 4.049, -1.287], [3.652, -6.355, -3.275], [2.664, -5.578, -3.770], [2.132, -5.738, -4.844], [2.231, -4.420, -2.903], [0.873, -4.143, -2.820], [0.460, -3.047, -2.098], [1.325, -2.225, -1.487], [2.631, -2.487, -1.569], [3.124, -3.574, -2.263], [3.940, -7.155, -3.815], [3.960, -6.281, -2.321], [0.156, -4.770, -3.330], [-0.589, -2.792, -2.014], [3.296, -1.802, -1.059], [4.192, -3.737, -2.317], [-3.532, -0.852, -4.146], [-3.452, -0.819, -2.786], [-2.384, -0.020, -2.106], [-1.118, 0.002, -2.952], [0.156, 0.027, -2.403], [1.265, 0.228, -3.232], [1.104, 0.429, -4.596], [-0.156, 0.332, -5.156], [-1.273, 0.071, -4.354], [-2.538, -0.265, -4.938], [-4.365, -1.351, -4.624], [-4.179, -1.336, -2.174], [-2.174, -0.450, -1.119], [2.271, 0.210, -2.827], [1.966, 0.610, -5.221], [-0.287, 0.421, -6.226], [-2.646, -0.217, -6.012]], "atomic_forces_ev_per_a": [[-0.3, 0.6, 0.1], [-0.2, 0.1, 0.0], [0.2, -0.6, -0.2], [0.0, -0.2, -0.1], [0.0, 0.1, 0.0], [0.0, -0.1, 0.0], [0.0, 0.1, 0.0], [0.0, -0.1, 0.0], [0.0, 0.0, 0.0], [0.0, 0.0, 0.0], [0.0, 0.0, 0.0], [0.0, 0.0, 0.0], [0.0, 0.0, 0.0], [0.0, 0.0, 0.0], [0.0, 0.0, 0.0], [0.1, 0.0, 0.0], [0.2, 0.1, -0.1], [0.0, 0.2, 0.1], [-0.1, 0.0, 0.0], [0.0, 0.0, 0.0], [0.0, 0.0, 0.0], [0.0, 0.0, 0.0], [0.0, 0.0, 0.0], [0.1, -0.1, -0.1], [-0.1, -0.1, 0.1], [0.0, 0.0, 0.0], [0.0, 0.0, 0.0], [0.0, 0.0, 0.0], [0.1, 0.1, 0.0], [0.0, 0.0, 0.0], [0.0, 0.0, 0.0], [0.0, 0.0, 0.0], [0.0, 0.0, 0.0], [0.0, 0.0, 0.0], [0.0, 0.0, 0.0], [0.0, 0.0, 0.0], [0.0, 0.0, 0.0], [0.0, 0.0, 0.0], [0.0, 0.0, 0.0], [0.0, 0.0, 0.0], [0.0, 0.0, 0.0], [0.0, 0.0, 0.0], [0.0, 0.0, 0.0], [0.0, 0.0, 0.0], [0.0, 0.0, 0.0], [0.0, 0.0, 0.0], [0.0, 0.0, 0.0], [0.0, 0.0, 0.0], [0.0, 0.0, 0.0], [0.0, 0.0, 0.0], [0.0, 0.0, 0.0], [0.0, 0.0, 0.0], [0.1, -0.1, 0.1], [-0.3, 0.0, -0.2], [-0.2, 0.1, 0.1], [0.0, 0.0, 0.0], [0.0, 0.0, -0.1], [0.0, 0.0, 0.0], [0.0, -0.1, 0.0], [0.1, -0.1, 0.1], [0.0, 0.0, 0.0], [0.0, -0.1, 0.0], [0.0, 0.0, 0.0], [0.0, 0.0, 0.0], [0.0, 0.0, 0.0], [0.0, 0.0, 0.0], [0.1, 0.0, 0.0], [0.0, 0.0, 0.0], [0.0, 0.0, 0.0], [0.0, 0.0, 0.0], [0.0, 0.0, 0.0], [0.0, 0.0, -0.1], [0.2, -0.1, 0.1], [0.0, 0.0, 0.0], [0.0, 0.0, 0.0], [0.0, 0.0, 0.0], [0.0, 0.0, 0.0], [0.0, 0.0, 0.0], [0.0, 0.0, 0.0], [0.0, 0.0, 0.0], [0.0, 0.0, 0.0], [0.0, 0.0, 0.0], [-0.1, 0.0, 0.0], [0.0, 0.0, 0.0], [0.0, -0.1, 0.0], [0.2, 0.0, 0.0], [0.0, 0.0, 0.0], [0.0, 0.0, 0.0], [0.1, 0.0, 0.0], [-0.1, -0.1, 0.0], [0.1, 0.0, 0.1], [0.0, 0.0, 0.0], [0.0, 0.0, 0.0], [0.0, 0.0, -0.1], [0.0, 0.0, 0.0], [0.0, 0.0, 0.0], [0.0, 0.0, 0.0], [0.0, 0.0, 0.0]], "lowdin_charge": [1.19, -0.12, -0.20, 0.87, -0.34, -0.14, -0.06, -0.05, -0.05, -0.08, -0.33, -0.09, -0.07, -0.07, -0.06, -0.09, 0.75, -0.30, -0.07, -0.04, -0.04, -0.06, -0.10, -0.30, -0.05, -0.04, -0.03, -0.04, -0.09, 0.07, 0.11, 0.10, 0.07, 0.11, 0.12, 0.12, 0.11, 0.11, 0.12, 0.12, 0.12, 0.10, 0.09, 0.12, 0.12, 0.12, 0.11, 0.10, 0.12, 0.12, 0.12, 0.08, -0.53, 0.87, -0.61, -0.02, -0.11, -0.02, -0.30, -0.06, 0.10, 0.07, 0.11, 0.10, 0.09, 0.10, 0.19, -0.50, 0.10, -0.10, 0.05, -0.12, -0.13, -0.12, 0.02, 0.13, 0.11, 0.14, 0.12, 0.12, 0.13, -0.08, -0.06, -0.18, -0.17, -0.32, -0.11, -0.04, 0.01, -0.16, 0.02, 0.12, 0.12, 0.11, 0.09, 0.12, 0.13, 0.12], "gap_ev": [6.97, 5.71], "s_squared": 8.8220, "charge": 2, "e_lumo_ev": [-4.78, -7.70], "multiplicity": 6}

2.
{"formula": "C44H42N6P2PdS2Se2Te", "method": "ωB97M-V/def2-TZVPD", "elements": ["Pd", "Se", "P", "C", "C", "C", "C", "C", "C", "C", "C", "C", "C", "C", "C", "C", "C", "N", "N", "N", "P", "Se", "C", "C", "C", "C", "C", "C", "C", "C", "C", "C", "C", "C", "H", "H", "H", "H", "H", "H", "H", "H", "H", "H", "H", "H", "H", "H", "H", "H", "H", "H", "H", "H", "S", "C", "N", "C", "C", "C", "C", "H", "H", "H", "H", "H", "C", "C", "C", "C", "C", "C", "Te", "C", "C", "C", "H", "H", "H", "H", "H", "H", "H", "H", "H", "H", "H", "C", "N", "C", "C", "N", "C", "S", "H", "H", "H", "H", "H", "H"], "positions_angstrom": [[0.251, 0.259, -1.776], [-1.076, -3.064, 3.990], [0.400, -1.550, 3.911], [-0.229, -0.131, 4.869], [-0.819, 0.939, 4.204], [-1.385, 1.977, 4.928], [-1.373, 1.947, 6.315], [-0.804, 0.868, 6.979], [-0.238, -0.172, 6.260], [1.904, -2.090, 4.804], [2.802, -1.159, 5.325], [3.940, -1.598, 5.984], [4.195, -2.956, 6.122], [3.306, -3.881, 5.596], [2.161, -3.448, 4.943], [1.009, -0.742, 2.437], [0.733, -0.580, 1.063], [1.529, 0.437, 0.675], [2.237, 0.866, 1.701], [1.933, 0.186, 2.780], [-0.127, -1.505, -0.278], [0.741, -2.209, -2.221], [-1.932, -1.603, -0.071], [-2.514, -1.460, 1.181], [-3.883, -1.632, 1.327], [-4.661, -1.945, 0.223], [-4.083, -2.056, -1.035], [-2.719, -1.869, -1.186], [0.227, -3.190, 0.508], [1.519, -3.468, 0.957], [1.852, -4.718, 1.455], [0.901, -5.726, 1.490], [-0.369, -5.482, 0.991], [-0.701, -4.229, 0.499], [-0.829, 0.970, 3.118], [-1.836, 2.809, 4.402], [-1.818, 2.756, 6.882], [-0.801, 0.835, 8.063], [0.197, -1.023, 6.772], [2.615, -0.104, 5.189], [4.637, -0.874, 6.390], [5.088, -3.290, 6.638], [3.502, -4.941, 5.700], [1.449, -4.155, 4.536], [-1.897, -1.227, 2.036], [-4.330, -1.532, 2.308], [-5.729, -2.100, 0.334], [-4.691, -2.292, -1.900], [-2.247, -1.917, -2.160], [2.281, -2.701, 0.892], [2.856, -4.905, 1.820], [1.149, -6.701, 1.895], [-1.110, -6.274, 0.988], [-1.699, -4.055, 0.120], [1.276, 2.273, -2.751], [2.150, 0.805, -2.772], [3.123, 0.594, -1.782], [4.038, -0.400, -1.845], [4.229, -1.123, -2.972], [3.421, -0.805, -4.113], [2.445, 0.123, -4.019], [2.928, 1.039, -0.896], [4.620, -0.558, -0.946], [4.961, -1.915, -3.014], [3.603, -1.311, -5.055], [1.841, 0.401, -4.869], [-2.196, 7.702, -2.003], [-2.046, 6.229, -1.718], [-1.097, 5.756, -0.827], [-0.975, 4.396, -0.548], [0.085, 3.937, 0.416], [-1.831, 3.472, -1.162], [-1.775, 1.396, -0.616], [-2.803, 3.944, -2.060], [-3.786, 3.025, -2.732], [-2.886, 5.307, -2.330], [-1.385, 8.276, -1.551], [-3.139, 8.080, -1.599], [-2.196, 7.898, -3.078], [-0.431, 6.463, -0.339], [0.706, 4.772, 0.748], [0.725, 3.190, -0.058], [-0.369, 3.465, 1.290], [-3.271, 2.218, -3.248], [-4.397, 3.576, -3.451], [-4.437, 2.560, -1.988], [-3.624, 5.663, -3.045], [0.081, 1.324, -7.226], [0.029, -0.021, -6.722], [0.735, -1.111, -7.217], [0.532, -2.141, -6.376], [-0.329, -1.703, -5.390], [-0.608, -0.379, -5.557], [-1.545, 0.560, -4.573], [-0.551, 1.436, -8.111], [1.105, 1.603, -7.477], [-0.287, 1.986, -6.443], [1.334, -1.031, -8.107], [0.913, -3.146, -6.381], [-0.428, -2.123, -4.466]], "atomic_forces_ev_per_a": [[-0.1, -0.2, -0.6], [0.1, -0.1, -0.1], [-0.1, 0.1, 0.3], [0.0, -0.1, 0.0], [0.1, 0.0, 0.0], [-0.1, 0.0, 0.0], [0.0, 0.0, 0.0], [0.0, 0.0, 0.1], [0.0, 0.0, -0.1], [0.0, 0.1, 0.0], [0.0, -0.1, 0.0], [0.0, 0.1, 0.1], [0.0, 0.0, 0.0], [0.1, 0.0, 0.0], [0.0, 0.0, 0.0], [-0.1, -0.1, -0.2], [0.2, 0.2, 0.4], [0.2, -0.2, -0.2], [0.0, 0.1, -0.1], [-0.2, -0.2, 0.2], [0.2, -0.7, 0.9], [-0.1, 0.2, -0.3], [0.0, 0.1, -0.1], [0.0, 0.0, -0.2], [0.0, 0.0, 0.0], [-0.1, 0.0, 0.0], [0.1, -0.1, 0.0], [0.0, 0.0, 0.0], [0.2, -0.1, 0.0], [0.0, 0.0, 0.0], [0.0, 0.0, 0.0], [0.0, -0.2, 0.0], [0.0, 0.0, -0.1], [0.1, 0.1, 0.1], [0.0, 0.0, 0.0], [0.0, 0.0, 0.0], [0.0, 0.0, 0.0], [0.0, 0.0, 0.0], [0.0, 0.0, 0.0], [0.0, 0.0, 0.0], [0.0, 0.0, 0.0], [0.0, 0.0, 0.0], [0.0, 0.0, 0.0], [0.0, 0.0, 0.0], [-0.1, 0.0, 0.0], [0.0, 0.0, 0.0], [0.0, 0.0, 0.0], [0.0, 0.1, 0.0], [0.0, 0.0, 0.0], [0.0, 0.0, 0.1], [0.0, 0.0, 0.0], [0.0, 0.0, 0.0], [0.0, 0.0, 0.0], [0.0, 0.0, 0.0], [-0.1, -0.2, 0.0], [0.8, 0.7, -0.2], [0.0, 0.0, -0.2], [0.1, -0.2, 0.0], [0.1, 0.0, 0.0], [-0.1, 0.2, 0.0], [0.1, -0.3, -0.1], [-0.1, -0.1, 0.2], [-0.1, 0.0, 0.0], [0.0, 0.0, 0.1], [0.0, 0.0, 0.0], [-0.1, 0.0, 0.0], [0.0, -0.1, 0.0], [0.0, 0.1, 0.0], [-0.1, 0.0, -0.1], [0.2, -0.1, 0.1], [0.0, 0.1, -0.1], [0.1, -0.2, 0.1], [-1.0, 0.8, 0.3], [0.0, 0.1, 0.0], [0.1, 0.0, 0.0], [0.1, 0.0, 0.0], [0.0, 0.0, 0.0], [0.0, 0.0, 0.0], [0.0, 0.0, 0.0], [0.0, 0.0, 0.0], [0.0, 0.0, 0.0], [0.0, 0.0, 0.1], [0.0, -0.1, 0.0], [0.0, -0.1, 0.0], [0.0, 0.0, 0.0], [0.0, -0.1, 0.0], [0.0, 0.0, 0.0], [-0.1, 0.2, -0.1], [0.2, -0.3, 0.3], [0.1, 0.1, -0.1], [0.0, -0.1, 0.1], [0.3, 0.0, 0.0], [-0.4, 0.1, -0.2], [-0.2, 0.1, 0.0], [0.0, 0.0, 0.0], [0.0, -0.1, 0.0], [0.0, 0.0, 0.0], [0.0, -0.1, 0.0], [0.0, 0.0, -0.1], [0.0, 0.1, 0.0]], "lowdin_charge": [0.03, 0.32, 0.57, -0.36, -0.07, -0.08, -0.11, -0.10, -0.10, -0.34, -0.09, -0.09, -0.11, -0.10, -0.12, -0.45, -0.44, -0.07, -0.07, -0.03, 0.50, 0.43, -0.52, -0.17, -0.09, -0.11, -0.09, -0.16, -0.39, -0.13, -0.11, -0.12, -0.11, -0.12, 0.10, 0.10, 0.09, 0.09, 0.11, 0.09, 0.09, 0.09, 0.09, 0.05, 0.03, 0.10, 0.09, 0.10, 0.07, 0.11, 0.09, 0.09, 0.09, 0.10, 0.59, -0.89, 0.01, -0.14, -0.13, -0.13, -0.18, 0.09, 0.12, 0.08, 0.09, 0.08, -0.08, -0.30, -0.04, -0.33, -0.12, -0.50, 1.00, -0.32, -0.12, -0.05, 0.06, 0.07, 0.07, 0.10, 0.07, 0.01, 0.05, -0.01, 0.06, 0.06, 0.10, -0.06, -0.15, -0.09, -0.11, 0.04, -0.85, 0.62, 0.08, 0.09, 0.05, 0.10, 0.11, 0.02], "gap_ev": 5.19, "charge": -2, "e_lumo_ev": 4.11}

Calculated largest force on an atom (hartree/bohr), listed in the same order as above: 0.01316; 0.02488
Calculated energy above the lowest of the compared OMol25 structures with the same formula, charge and spin (kcal/mol), listed in the same order as above: 8.28; 26.26